#P
Below is 2 unconnected molecules or ions with the total composition C3H10P2, with properties calculated with the ωB97M-V functional and the def2-TZVPD basis.

Each atom is followed by the atoms it is bonded to, with distances in Å.
CARTESIAN COORDINATES (ANGSTROEM)
1 C 1.5759 -1.1557 -0.1308  C3 1.459, H6 1.131, H7 1.171, H8 1.111
2 C 0.7881 1.2607 0.3511  C3 1.507, H9 1.020, H10 1.065, H11 1.125
3 C 0.7209 -0.0166 -0.4455  C1 1.459, C2 1.507, H12 1.077
4 P -2.6578 0.6683 -0.1738  P5 2.133, H13 1.474, H14 1.381
5 P -1.8446 -1.2708 0.1834  P4 2.133, H15 1.382
6 H 1.6873 -1.1401 0.9943  C1 1.131
7 H 1.1197 -2.1553 -0.5348  C1 1.171
8 H 2.5372 -1.2185 -0.6849  C1 1.111
9 H 0.1894 1.9908 -0.0354  C2 1.020
10 H 1.7034 1.7936 0.4585  C2 1.065
11 H 0.4465 1.1669 1.4191  C2 1.125
12 H 0.4529 0.1622 -1.4731  C3 1.077
13 H -4.0238 0.3711 0.2924  P4 1.474
14 H -2.0801 1.0283 1.0273  P4 1.381
15 H -2.0948 -1.7340 -1.0946  P5 1.382

The calculation puts the HOMO-LUMO gap (spin up / spin down) at 0.2624 / 0.2962 Ha. For the HOMO energy (spin up / spin down), the calculation gives -7.78 / -7.86 eV.

---

#Q
Below is 2 unconnected molecules or ions with the total composition C3H10P2, with properties calculated with the ωB97M-V functional and the def2-TZVPD basis.

Each atom is followed by the atoms it is bonded to, with distances in Å.
CARTESIAN COORDINATES (ANGSTROEM)
1 C 1.9524 -0.9156 0.7570  C3 1.532, H6 1.163, H7 1.133, H8 1.097
2 C 1.3410 1.4837 0.0304  C3 1.533, H9 1.096, H10 1.078, H11 1.164
3 C 0.9585 -0.0012 0.0344  C1 1.532, C2 1.533, P4 1.811
4 P -0.8002 -0.3780 -0.1783  C3 1.811, H12 1.433, H13 1.338
5 P -4.0016 0.4368 -0.0464  H14 1.486, H15 1.517
6 H 2.3054 -0.4943 1.7816  C1 1.163
7 H 2.8183 -1.1631 0.0698  C1 1.133
8 H 1.4796 -1.8941 0.9038  C1 1.097
9 H 0.5416 2.0852 -0.4162  C2 1.096
10 H 1.5392 1.8354 1.0304  C2 1.078
11 H 2.2133 1.6251 -0.7279  C2 1.164
12 H -1.1195 -0.3302 -1.5742  P4 1.433
13 H -0.8743 -1.7080 -0.0497  P4 1.338
14 H -5.0205 -0.6226 -0.2651  P5 1.486
15 H -3.3332 0.0410 -1.3495  P5 1.517

The calculation puts the HOMO-LUMO gap (spin up / spin down) at 0.2312 / 0.3085 Ha. For the HOMO energy (spin up / spin down), the calculation gives -7.31 / -8.27 eV.

---

Most stable of them? #P.

---

#P
Below is 2 unconnected molecules or ions with the total composition C3H7NO3, with properties calculated with the ωB97M-V functional and the def2-TZVPD basis.

Each atom is followed by the atoms it is bonded to, with distances in Å.
CARTESIAN COORDINATES (ANGSTROEM)
1 C -0.9885 1.0853 0.2976  C2 1.824, H7 1.093, H8 1.087, H9 1.091
2 C 0.7720 1.5435 0.1634  C1 1.824, N3 1.311, O4 1.190
3 N 1.4940 0.5996 -0.3909  C2 1.311, H5 1.008, H6 1.052
4 O 1.0374 2.5914 0.6612  C2 1.190
5 H 2.4927 0.7044 -0.4774  N3 1.008
6 H 1.0280 -0.3162 -0.6148  N3 1.052
7 H -1.7434 0.4788 -0.2095  C1 1.093
8 H -1.0918 1.1396 1.3785  C1 1.087
9 H -1.3502 2.0439 -0.0776  C1 1.091
10 C -0.1397 -1.7120 0.1231  O11 1.351, O12 1.199, H14 1.305
11 O -0.6751 -2.1318 -1.0442  C10 1.351, H13 0.974
12 O 0.2836 -2.4549 0.9637  C10 1.199
13 H -0.6391 -3.1045 -1.0849  O11 0.974
14 H -0.4800 -0.4669 0.3118  C10 1.305

The calculation puts the HOMO-LUMO gap at 0.3783 Ha. For the HOMO energy, the calculation gives -9.82 eV.

---

#Q
Below is 2 unconnected molecules or ions with the total composition C3H7NO3, with properties calculated with the ωB97M-V functional and the def2-TZVPD basis.

Each atom is followed by the atoms it is bonded to, with distances in Å.
CARTESIAN COORDINATES (ANGSTROEM)
1 C -0.5110 0.8195 0.3228  N4 1.285, O5 1.167
2 C -1.3658 -1.3905 0.1688  N4 1.457, H8 1.092, H9 1.094, H10 1.088
3 C 0.9754 -0.9257 -0.4363  N4 1.447, H11 1.086, H12 1.091, H13 1.089
4 N -0.2987 -0.4102 0.0168  C1 1.285, C2 1.457, C3 1.447
5 O -1.2484 1.6292 0.7247  C1 1.167
6 O 0.9567 3.1335 -0.1922  O7 1.379, H14 0.968
7 O 1.3428 1.8124 -0.2685  O6 1.379
8 H -1.4417 -1.9766 -0.7500  C2 1.092
9 H -1.1452 -2.0626 1.0032  C2 1.094
10 H -2.3137 -0.8889 0.3515  C2 1.088
11 H 1.6581 -0.0889 -0.5524  C3 1.086
12 H 1.3685 -1.6331 0.2953  C3 1.091
13 H 0.8496 -1.4303 -1.3928  C3 1.089
14 H 1.1733 3.4122 0.7091  O6 0.968

The calculation puts the HOMO-LUMO gap (spin up / spin down) at 0.3205 / 0.3206 Ha. For the HOMO energy (spin up / spin down), the calculation gives -8.18 / -8.18 eV.

---

#R
Below is 2 unconnected molecules or ions with the total composition C3H7NO3, with properties calculated with the ωB97M-V functional and the def2-TZVPD basis.

Each atom is followed by the atoms it is bonded to, with distances in Å.
CARTESIAN COORDINATES (ANGSTROEM)
1 O 2.4110 -0.5929 1.5976  C2 1.197
2 C 1.2482 -0.4853 1.8606  O1 1.197, C3 1.501, H5 1.105
3 C 0.1468 -0.8478 0.9073  C2 1.501, N4 1.462, H6 1.091, H7 1.090
4 N 0.5727 -0.6832 -0.4819  C3 1.462, H8 1.012, H10 1.014
5 H 0.9138 -0.1251 2.8502  C2 1.105
6 H -0.1180 -1.8719 1.1759  C3 1.091
7 H -0.7295 -0.2321 1.1115  C3 1.090
8 H -0.1320 -1.1004 -1.0771  N4 1.012
9 H 0.1472 0.9540 -0.9357  O11 1.007
10 H 1.4156 -1.2275 -0.6290  N4 1.014
11 O -0.2963 1.8147 -1.2120  H9 1.007, C12 1.315
12 C -1.5027 1.5268 -1.6503  O11 1.315, O13 1.204, H14 1.098
13 O -2.0156 0.4385 -1.5936  C12 1.204
14 H -2.0611 2.4321 -1.9235  C12 1.098

The calculation puts the HOMO-LUMO gap at 0.4046 Ha. For the HOMO energy, the calculation gives -10.28 eV.

---

#S
Below is a single C3H7NO3 molecule, with properties calculated with the ωB97M-V functional and the def2-TZVPD basis.

Each atom is followed by the atoms it is bonded to, with distances in Å.
CARTESIAN COORDINATES (ANGSTROEM)
1 C -1.7928 0.0431 -0.4100  C2 1.543, H8 1.094, H9 1.092, H10 1.093
2 C -0.7541 -0.4384 0.6243  C1 1.543, N3 1.463, H11 1.097, H12 1.094
3 N 0.1932 0.6125 0.9968  C2 1.463, O4 1.429, H13 1.010
4 O 1.5404 0.2445 0.6947  N3 1.429, C5 1.383
5 C 1.8209 0.5381 -0.6269  O4 1.383, O6 1.188, O7 1.343
6 O 1.7077 1.6002 -1.1478  C5 1.188
7 O 2.2873 -0.5540 -1.2551  C5 1.343, H14 0.970
8 H -1.5129 1.0462 -0.7463  C1 1.094
9 H -2.7974 0.0776 0.0154  C1 1.092
10 H -1.7924 -0.6040 -1.2907  C1 1.093
11 H -1.2684 -0.7938 1.5253  C2 1.097
12 H -0.2092 -1.3006 0.2286  C2 1.094
13 H 0.1955 0.7903 1.9906  N3 1.010
14 H 2.3822 -1.2616 -0.5989  O7 0.970

The calculation puts the HOMO-LUMO gap at 0.3788 Ha. For the HOMO energy, the calculation gives -9.71 eV.

---

Most stable of them? #R.

---

#P
Below is a single C3H7NO3 molecule, with properties calculated with the ωB97M-V functional and the def2-TZVPD basis.

Each atom is followed by the atoms it is bonded to, with distances in Å.
CARTESIAN COORDINATES (ANGSTROEM)
1 C 0.0589 0.4834 -0.2609  C2 1.529, C3 1.594, H6 1.097, N11 1.534
2 C 1.5836 0.3749 -0.2063  C1 1.529, O12 1.249, O14 1.292
3 C -0.5041 0.1616 1.1950  C1 1.594, H7 1.136, H8 1.106, O13 1.417
4 H -1.0926 -1.2952 -0.6396  N11 0.995
5 H -0.3211 -0.9722 -2.0866  N11 1.090
6 H -0.2287 1.5046 -0.5386  C1 1.097
7 H -0.1487 1.0179 1.8507  C3 1.136
8 H -0.3550 -0.8428 1.6324  C3 1.106
9 H -2.1287 0.5638 0.2409  O13 0.929
10 H 1.1138 -1.0669 -0.8824  O14 1.025
11 N -0.3100 -0.8044 -1.0094  C1 1.534, H4 0.995, H5 1.090
12 O 2.1860 1.3101 0.3616  C2 1.249
13 O -1.9136 0.2608 1.0927  C3 1.417, H9 0.929
14 O 2.0601 -0.6958 -0.7496  C2 1.292, H10 1.025

The calculation puts the HOMO-LUMO gap at 0.3802 Ha. For the HOMO energy, the calculation gives -9.94 eV.

---

#Q
Below is a single C3H7NO3 molecule, with properties calculated with the ωB97M-V functional and the def2-TZVPD basis.

Each atom is followed by the atoms it is bonded to, with distances in Å.
CARTESIAN COORDINATES (ANGSTROEM)
1 C -2.9803 -0.2023 -0.3783  H4 1.075, H5 1.098, H6 1.105, O12 1.459
2 C -1.0923 0.5313 0.5347  H7 1.051, H8 1.165, O12 1.347, O13 1.391
3 C 0.9989 -0.4881 0.4586  H9 1.120, N11 1.285, O13 1.376
4 H -3.2752 -0.5916 0.5790  C1 1.075
5 H -3.2109 0.8424 -0.6245  C1 1.098
6 H -3.3666 -0.8367 -1.1967  C1 1.105
7 H -1.4925 1.4908 0.3835  C2 1.051
8 H -1.4454 0.0806 1.5493  C2 1.165
9 H 0.5064 -1.2969 1.0569  C3 1.120
10 H 2.3601 1.2658 -0.5029  O14 1.106
11 N 2.2279 -0.7198 0.1642  C3 1.285, O14 1.438
12 O -1.5267 -0.3266 -0.4085  C1 1.459, C2 1.347
13 O 0.2723 0.6701 0.3009  C2 1.391, C3 1.376
14 O 2.8507 0.2863 -0.6528  H10 1.106, N11 1.438

The calculation puts the HOMO-LUMO gap at 0.3761 Ha. For the HOMO energy, the calculation gives -9.52 eV.

---

Most stable of them? #P.

---

#P
Below is a single CH3ClN2O2 molecule, with properties calculated with the ωB97M-V functional and the def2-TZVPD basis.

Each atom is followed by the atoms it is bonded to, with distances in Å.
CARTESIAN COORDINATES (ANGSTROEM)
1 C 0.6550 0.7774 0.0866  N3 1.563, O5 1.374, Cl6 2.208, H8 1.160
2 N -0.8803 -1.3150 0.1832  N3 1.256, O4 1.208, H9 1.087
3 N 0.1923 -0.6885 0.3672  C1 1.563, N2 1.256
4 O -1.4578 -2.2906 0.5996  N2 1.208
5 O -0.3987 1.5217 -0.3872  C1 1.374, H7 0.908
6 Cl 2.7198 0.0846 -0.2788  C1 2.208
7 H -0.1158 1.1474 -1.1646  O5 0.908
8 H 0.9234 1.5103 0.9455  C1 1.160
9 H -1.6380 -0.7473 -0.3515  N2 1.087

The calculation puts the HOMO-LUMO gap at 0.3157 Ha. For the HOMO energy, the calculation gives -10.35 eV.

---

#Q
Below is a single CH3ClN2O2 molecule, with properties calculated with the ωB97M-V functional and the def2-TZVPD basis.

Each atom is followed by the atoms it is bonded to, with distances in Å.
CARTESIAN COORDINATES (ANGSTROEM)
1 C -0.9808 -0.8498 -0.0125  N3 1.413, Cl6 1.806, H7 1.114, H8 1.107
2 N 0.4605 1.0336 -0.2386  N3 1.232, O5 1.353
3 N 0.2529 -0.1785 -0.1644  C1 1.413, N2 1.232, O4 1.608
4 O 1.3415 -1.3533 -0.0167  N3 1.608
5 O 1.6756 1.5597 0.0385  N2 1.353, H9 0.941
6 Cl -2.3402 0.3355 -0.1039  C1 1.806
7 H -0.9175 -1.5901 -0.8431  C1 1.114
8 H -1.1309 -1.3858 0.9439  C1 1.107
9 H 1.6388 2.4287 0.3967  O5 0.941

The calculation puts the HOMO-LUMO gap (spin up / spin down) at 0.3417 / 0.3418 Ha. For the HOMO energy (spin up / spin down), the calculation gives -9.76 / -9.76 eV.

---

Most stable of them? #Q.

---

#P
Below is 2 unconnected molecules or ions with the total composition C3H12NS, with properties calculated with the ωB97M-V functional and the def2-TZVPD basis.

Each atom is followed by the atoms it is bonded to, with distances in Å.
CARTESIAN COORDINATES (ANGSTROEM)
1 C 2.4197 -0.2815 -0.5834  N2 1.519, H3 1.087, H4 1.127, H5 1.082
2 N 1.4194 -0.2782 0.5594  C1 1.519, H6 1.012, H7 1.042, H8 1.045
3 H 3.1458 -1.0821 -0.4631  C1 1.087
4 H 1.9746 -0.4659 -1.6022  C1 1.127
5 H 3.0267 0.6139 -0.6172  C1 1.082
6 H 0.7776 0.4225 0.2118  N2 1.012
7 H 1.8271 0.2417 1.3645  N2 1.042
8 H 0.8734 -1.0934 0.9204  N2 1.045
9 C -1.8896 0.0986 1.2486  C10 1.568, H12 1.090, H13 1.119, H14 1.087
10 C -1.9559 0.2303 -0.3124  C9 1.568, S11 1.918, H15 1.111, H16 1.081
11 S -0.6730 1.2348 -1.3237  C10 1.918, H17 1.337
12 H -0.8766 -0.2731 1.3999  C9 1.090
13 H -2.6577 -0.7018 1.3925  C9 1.119
14 H -2.0137 1.1035 1.6441  C9 1.087
15 H -1.7581 -0.7623 -0.7712  C10 1.111
16 H -2.8638 0.6338 -0.7395  C10 1.081
17 H -0.7757 0.3592 -2.3286  S11 1.337

The calculation puts the HOMO-LUMO gap at 0.3625 Ha. The total charge is +1. For the HOMO energy, the calculation gives -13.38 eV.

---

#Q
Below is 2 unconnected molecules or ions with the total composition C3H12NS, with properties calculated with the ωB97M-V functional and the def2-TZVPD basis.

Each atom is followed by the atoms it is bonded to, with distances in Å.
CARTESIAN COORDINATES (ANGSTROEM)
1 C 1.8329 1.7658 -1.0538  N2 1.472, H3 1.085, H4 1.098, H5 1.098
2 N 0.5304 1.3650 -1.6097  C1 1.472, H6 1.018, H7 1.023, H8 1.029
3 H 2.0637 2.7922 -1.3194  C1 1.085
4 H 1.9845 1.5557 0.0128  C1 1.098
5 H 2.6060 1.0340 -1.3242  C1 1.098
6 H 0.4693 1.4935 -2.6173  N2 1.018
7 H -0.1801 1.8743 -1.0787  N2 1.023
8 H 0.3356 0.3576 -1.5344  N2 1.029
9 C -1.5394 -0.5801 1.7695  C10 1.514, H12 1.091, H13 1.094, H14 1.092
10 C -1.1879 -1.8623 1.0460  C9 1.514, S11 1.827, H15 1.102, H16 1.098
11 S -0.0373 -1.8485 -0.3728  C10 1.827, H17 1.345
12 H -1.5406 0.2567 1.0688  C9 1.091
13 H -0.8455 -0.3191 2.5736  C9 1.094
14 H -2.5364 -0.7918 2.1601  C9 1.092
15 H -1.0754 -2.7728 1.6556  C10 1.102
16 H -2.0574 -2.2199 0.4781  C10 1.098
17 H 1.1777 -2.1003 0.1457  S11 1.345

The calculation puts the HOMO-LUMO gap at 0.3508 Ha. The total charge is +1. For the HOMO energy, the calculation gives -13.10 eV.

---

Most stable of them? #Q.

---

#P
Below is 2 unconnected molecules or ions with the total composition C3H12NS, with properties calculated with the ωB97M-V functional and the def2-TZVPD basis.

Each atom is followed by the atoms it is bonded to, with distances in Å.
CARTESIAN COORDINATES (ANGSTROEM)
1 C -2.0772 -1.2386 -0.1164  N2 1.506, H3 1.186, H4 1.115, H5 1.080
2 N -0.8290 -1.3760 0.7149  C1 1.506, H6 1.035, H7 1.056, H8 1.029
3 H -2.0473 -1.8185 -1.1501  C1 1.186
4 H -2.1464 -0.1284 -0.1864  C1 1.115
5 H -2.7832 -1.6883 0.5658  C1 1.080
6 H -0.6797 -2.3907 0.8527  N2 1.035
7 H 0.0108 -0.9743 0.2159  N2 1.056
8 H -0.9681 -0.9648 1.6475  N2 1.029
9 C 1.2131 1.8582 0.9207  S10 1.824, H12 1.095, H13 1.086, H14 1.123
10 S 1.8983 0.3123 0.2381  C9 1.824, C11 1.927
11 C 1.3750 0.4409 -1.6115  S10 1.927, H15 1.128, H16 1.126, H17 1.140
12 H 1.3906 2.8596 0.5154  C9 1.095
13 H 0.1733 1.7316 1.2068  C9 1.086
14 H 1.7823 1.9740 1.8821  C9 1.123
15 H 0.6104 1.2616 -1.4887  C11 1.128
16 H 0.8463 -0.5179 -1.8743  C11 1.126
17 H 2.2308 0.6591 -2.3324  C11 1.140

The calculation puts the HOMO-LUMO gap at 0.3403 Ha. The total charge is +1. For the HOMO energy, the calculation gives -12.88 eV.

---

#Q
Below is 2 unconnected molecules or ions with the total composition C3H12NS, with properties calculated with the ωB97M-V functional and the def2-TZVPD basis.

Each atom is followed by the atoms it is bonded to, with distances in Å.
CARTESIAN COORDINATES (ANGSTROEM)
1 C -0.4588 -3.3054 -1.0309  H2 1.096, H3 1.089, H4 1.085, H5 1.080
2 H 0.1758 -3.3786 -0.1398  C1 1.096
3 H -0.0895 -2.5266 -1.6966  C1 1.089
4 H -1.4751 -3.1061 -0.7080  C1 1.085
5 H -0.3150 -4.2648 -1.5062  C1 1.080
6 C 0.9624 0.1730 0.2582  C7 1.531, N9 1.525, H10 1.085, H11 1.088
7 C -0.3736 0.8150 0.6431  C6 1.531, S8 1.820, H12 1.091, H13 1.087
8 S -0.6656 2.2870 -0.3874  C7 1.820, H14 1.345
9 N 1.1593 -1.1053 1.0654  C6 1.525, H15 1.021, H16 1.027, H17 1.018
10 H 1.8164 0.8244 0.4102  C6 1.085
11 H 0.9166 -0.1314 -0.7857  C6 1.088
12 H -0.2862 1.1908 1.6639  C7 1.091
13 H -1.1825 0.0942 0.5506  C7 1.087
14 H -1.1829 1.6628 -1.4607  S8 1.345
15 H 2.0840 -1.4918 0.8681  N9 1.021
16 H 0.4506 -1.7695 0.7317  N9 1.027
17 H 1.0830 -0.9038 2.0606  N9 1.018

The calculation puts the HOMO-LUMO gap at 0.3477 Ha. The total charge is +1. For the HOMO energy, the calculation gives -13.16 eV.

---

Most stable of them? #Q.